C47H85KNO21PdS8 as an isolated structure in a non-equilibrium geometry. Source: the Open Molecules 2025 dataset; level of theory: ωB97M-V/def2-TZVPD.

Structure (XYZ):
```
164
Properties=species:S:1:pos:R:3:mulliken_spin:R:1
K -11.9975 -12.6163 14.7667 0.007
Pd -13.1684 -10.9488 23.4182 1.551
C -12.8204 -10.3791 19.2432 -0.122
C -13.1488 -10.7491 20.6278 0.209
C -13.1995 -12.3194 20.9266 0.266
O -13.2781 -12.5678 22.1088 0.157
C -13.0545 -13.1644 19.8040 -0.048
C -12.9077 -12.7520 18.4946 0.165
C -12.7116 -11.2732 18.2167 0.217
O -12.4183 -10.8090 17.0410 0.129
O -12.7625 -13.7321 17.6969 0.117
O -13.2490 -9.9763 21.5586 0.250
H -12.5500 -9.3384 19.1424 -0.040
H -13.0012 -14.1853 20.1522 -0.011
C -13.9311 -5.6804 22.6224 0.000
C -12.5870 -5.4541 23.3829 0.000
C -12.6771 -6.4496 24.5445 0.001
S -14.0660 -7.6480 24.3719 0.012
O -15.2599 -7.2329 25.0875 0.004
O -13.5986 -9.0165 24.4580 0.011
C -14.2952 -7.0908 22.6398 0.002
H -14.1116 -5.2589 21.6335 0.000
H -14.5551 -5.0768 23.2814 0.000
H -12.4121 -4.4026 23.6104 0.000
H -11.7516 -5.7442 22.7456 0.000
H -12.5605 -6.1265 25.5790 0.000
H -11.8023 -7.0650 24.3345 0.000
H -15.3275 -7.3571 22.4125 -0.001
H -13.6296 -7.6383 21.9725 -0.006
C -12.0640 -15.5457 25.0615 -0.001
C -11.2121 -14.3543 25.5168 0.001
C -12.0493 -13.6964 26.5927 -0.004
S -13.7826 -13.5669 25.8317 0.013
O -13.8110 -12.4070 24.8521 0.012
O -14.7609 -13.6358 26.8740 0.007
C -13.5120 -15.1462 24.8583 -0.004
H -12.0015 -16.1931 25.9361 0.000
H -11.6124 -16.1389 24.2663 0.001
H -10.9386 -13.6563 24.7256 0.006
H -10.3025 -14.7815 25.9391 0.000
H -11.7435 -12.7209 26.9706 -0.001
H -12.0883 -14.3288 27.4797 0.000
H -13.7328 -14.7846 23.8540 0.006
H -14.2870 -15.8436 25.1762 -0.001
C -9.0851 -10.6226 19.1331 -0.010
C -9.0035 -10.6520 20.7015 0.002
C -7.6622 -11.3003 20.9931 0.000
S -7.4362 -12.6608 19.6208 0.001
O -7.9635 -13.8958 20.1888 0.000
O -6.1502 -12.6524 18.9426 0.000
C -8.7221 -12.0018 18.4896 0.007
H -8.3381 -9.8861 18.8374 -0.001
H -10.0791 -10.3118 18.8114 0.009
H -9.7334 -11.3828 21.0498 0.001
H -9.2077 -9.6383 21.0462 -0.002
H -7.5244 -11.7852 21.9595 0.000
H -6.8128 -10.6173 20.9786 0.000
H -9.6284 -12.6056 18.5366 -0.005
H -8.5688 -11.9586 17.4113 0.002
C -16.4889 -15.1614 20.7141 -0.004
C -15.2400 -15.9471 21.0004 -0.011
C -15.3252 -17.1110 22.0674 -0.001
S -16.8825 -16.4778 22.9919 0.000
O -16.3421 -15.5163 23.9873 0.000
O -17.6314 -17.6115 23.4175 0.000
C -17.6820 -15.7205 21.5327 0.000
H -16.5963 -15.2588 19.6338 0.001
H -16.3475 -14.0947 20.8882 0.009
H -14.5842 -15.1936 21.4365 0.014
H -14.6926 -16.2033 20.0933 0.001
H -14.5000 -17.2400 22.7677 0.000
H -15.6824 -18.0077 21.5609 0.000
H -18.4450 -15.0170 21.8659 0.000
H -18.2849 -16.5033 21.0724 0.000
C -16.4113 -10.6437 16.3743 -0.004
C -15.7854 -11.9391 15.9641 -0.012
C -16.7647 -13.1064 16.2754 -0.003
S -17.8866 -12.3405 17.5928 0.001
O -17.7356 -13.0930 18.8507 0.001
O -19.2012 -12.0922 17.0400 0.000
C -16.8975 -10.7782 17.7679 -0.003
H -17.2747 -10.3740 15.7661 0.000
H -15.6348 -9.8789 16.3633 0.003
H -14.7702 -11.7680 16.3221 0.012
H -15.5739 -11.9633 14.8951 0.000
H -16.1877 -13.8690 16.7985 0.002
H -17.3320 -13.5409 15.4523 0.000
H -16.0738 -11.0706 18.4191 0.015
H -17.4762 -9.9676 18.2107 0.001
C -13.0296 -17.7319 16.8686 -0.001
C -14.3675 -17.1622 16.6259 0.002
C -14.4868 -17.1109 15.1268 -0.001
S -12.7772 -16.6081 14.5150 0.000
O -12.6879 -15.2266 14.1559 0.000
O -12.3383 -17.5918 13.5170 0.000
C -11.9788 -16.9889 16.0571 -0.014
H -12.9990 -18.7856 16.5913 0.000
H -13.0028 -17.8254 17.9542 0.001
H -14.4990 -16.1842 17.0888 0.000
H -15.2011 -17.7362 17.0306 0.000
H -15.1589 -16.3602 14.7111 0.000
H -14.8088 -18.0443 14.6651 0.000
H -11.9044 -16.0220 16.5548 0.014
H -11.0320 -17.5246 15.9888 -0.001
C -18.2214 -11.4493 24.8750 0.000
C -18.6810 -12.3334 23.7908 -0.001
C -17.4988 -12.5299 22.8229 0.005
S -16.6783 -10.9448 22.7209 0.014
O -17.0223 -10.2315 21.4558 0.009
O -15.2864 -11.1770 23.1422 0.030
C -17.5420 -10.2757 24.1737 0.001
H -17.4786 -11.9562 25.4909 0.000
H -19.0537 -11.0974 25.4845 0.001
H -19.5290 -11.9226 23.2429 0.000
H -19.0310 -13.2650 24.2353 0.001
H -17.9702 -12.7268 21.8601 0.001
H -16.7726 -13.2563 23.1877 0.001
H -18.1984 -9.5384 23.7114 0.000
H -16.8312 -9.6789 24.7451 0.000
C -10.9305 -15.6780 21.0352 0.007
C -9.6017 -16.3533 21.3495 -0.001
C -9.9827 -17.8817 21.4881 0.000
S -11.3054 -18.2686 20.2309 0.000
O -12.3882 -18.7612 21.0211 0.000
O -10.7295 -19.0402 19.1497 0.000
C -11.5136 -16.4858 19.8189 0.010
H -10.8672 -14.6364 20.7204 -0.008
H -11.6658 -15.7529 21.8363 0.004
H -9.1220 -15.9446 22.2389 0.000
H -8.9255 -16.2856 20.4973 0.000
H -10.3445 -18.0689 22.4991 0.000
H -9.0970 -18.4583 21.2215 0.000
H -12.5465 -16.2995 19.5249 -0.005
H -10.8083 -16.2190 19.0317 0.000
C -10.1801 -3.4739 18.3974 0.000
C -9.7959 -4.9070 17.9303 0.000
C -9.5251 -5.7157 19.2979 0.001
C -10.8032 -6.3877 20.0065 -0.002
C -11.7415 -7.0498 18.9331 0.002
C -12.0607 -6.1765 17.6866 -0.002
N -10.7844 -5.6248 17.0962 0.000
O -11.0053 -5.0678 15.8377 0.000
C -12.6782 -7.1371 16.6064 0.005
C -13.0002 -5.0121 18.0711 0.001
C -8.3894 -5.0047 17.1468 0.000
H -10.8785 -2.9932 17.7124 0.000
H -10.6229 -3.4612 19.3933 0.000
H -9.3212 -2.8033 18.4236 0.000
H -8.7615 -6.4709 19.1118 0.000
H -9.1117 -5.0814 20.0821 0.000
H -10.4537 -7.0219 20.8212 0.002
H -11.3270 -5.6249 20.5825 0.000
H -12.6842 -7.2521 19.4415 0.003
H -11.1230 -7.9283 18.7491 -0.006
H -12.8875 -6.6018 15.6803 0.000
H -13.6020 -7.5719 16.9880 -0.001
H -12.1313 -8.0647 16.4374 -0.001
H -12.6101 -4.4161 18.8961 0.000
H -13.9433 -5.4972 18.3228 0.000
H -13.1825 -4.3433 17.2300 0.000
H -8.0328 -6.0164 16.9538 0.000
H -8.2961 -4.5286 16.1707 0.000
H -7.5690 -4.5478 17.7004 0.000
H -10.7927 -5.8682 15.3522 0.000
```

spin multiplicity	4
frontier orbital gap (alpha / beta)	4.21 / 4.96	eV
E_tot	-201080.5530	eV
M	1402.24	g mol⁻¹
expectation value of S²	3.78



C8H17N2O5S2 as an isolated structure in a non-equilibrium geometry. Source: the Open Molecules 2025 dataset; level of theory: ωB97M-V/def2-TZVPD.

Structure (XYZ):
```
34
Properties=species:S:1:pos:R:3:mulliken_charge:R:1
C 4.4065 -0.9914 0.5764 -1.173
C 3.4612 -0.3913 -0.4834 -0.430
S 2.7798 1.1026 0.2178 1.231
O 3.9159 1.9131 0.5323 -0.774
O 2.0711 0.7125 1.4108 -0.718
N 1.9156 1.9255 -0.8672 -0.652
S 0.5898 1.1740 -1.3561 1.290
O 0.3517 1.5417 -2.7189 -0.788
O 0.5623 -0.2686 -1.1851 -0.738
C -0.8279 1.8094 -0.4815 -0.739
C -0.8189 1.4915 1.0124 -0.700
C -2.2033 1.1043 1.5133 -1.078
C -2.7775 -0.0614 0.7330 -0.592
N -1.7808 -1.1455 0.6464 -0.193
C -2.3272 -2.3158 -0.0086 0.446
C -2.8143 -2.1396 -1.4340 -0.878
O -2.3533 -3.3402 0.5538 -0.539
H 4.0261 -0.8323 1.5718 0.340
H 5.4039 -0.5973 0.4595 0.266
H 4.3984 -2.0644 0.4230 0.372
H 4.0286 -0.2181 -1.3859 0.394
H 2.7069 -1.1312 -0.6673 0.305
H -0.8201 2.8755 -0.6496 0.498
H -1.6876 1.4045 -0.9974 0.278
H -0.5089 2.3795 1.5413 0.508
H -0.1717 0.6634 1.2392 0.402
H -2.9045 1.9340 1.5630 0.321
H -2.0712 0.7606 2.5343 0.418
H -3.6492 -0.4615 1.2372 0.529
H -3.1029 0.2983 -0.2498 0.314
H -1.0404 -0.8249 0.0080 0.207
H -2.3292 -2.8842 -2.0463 0.333
H -3.8902 -2.2556 -1.4373 0.269
H -2.5387 -1.1674 -1.8052 0.270
```

net charge	-1
energy relative to the best compared isomer or geometry (same formula, charge and spin)	0.00	kJ/mol
frontier orbital gap	9.07	eV
E_tot	-43461.1481	eV
M	285.37	g mol⁻¹



C34H26Cl2N5O4Pt as an isolated structure. Source: the Open Molecules 2025 dataset; level of theory: ωB97M-V/def2-TZVPD.

Structure (XYZ):
```
72
Properties=species:S:1:pos:R:3:mulliken_charge:R:1
Pt -0.6908 -1.0522 -0.3774 2.230
N -2.4576 0.4515 2.0691 -0.093
C -2.7060 1.4857 1.2273 0.712
C -3.0707 2.7038 1.7964 -0.675
C -3.4799 3.8079 1.0588 -0.864
C -3.5625 3.7190 -0.3043 -0.931
C -3.1499 2.5365 -0.9388 1.126
C -3.2574 2.4461 -2.3469 -0.759
C -2.8398 1.3332 -2.9972 -1.152
C -2.2094 0.3401 -2.2435 0.072
N -2.1079 0.3578 -0.9303 0.122
C -2.6442 1.4248 -0.2037 -0.237
H -2.4541 0.6410 3.0537 0.206
H -2.2846 -0.4946 1.7899 0.332
H -3.0709 2.7594 2.8790 0.396
H -3.7703 4.7136 1.5737 0.436
H -3.9390 4.5330 -0.9088 0.401
H -3.6767 3.2877 -2.8843 0.435
H -2.8953 1.2213 -4.0695 0.464
H -1.7566 -0.4976 -2.7500 0.462
Cl -3.4174 -7.6103 1.0661 -0.198
C -2.9695 -5.9431 0.9634 0.088
C -3.0621 -5.1314 2.1026 -0.552
C -2.7157 -3.8054 2.0435 0.403
Cl -2.8291 -2.8272 3.4601 -0.200
C -2.2536 -3.2048 0.8510 0.020
O -1.9719 -1.9281 0.8808 -0.414
C -2.1735 -4.0401 -0.2861 0.824
C -1.7996 -3.5677 -1.5727 -0.200
O -1.4404 -2.4201 -1.8918 -0.813
C -2.5340 -5.4065 -0.2097 -1.194
H -3.4045 -5.5527 3.0380 0.468
H -1.8473 -4.3068 -2.3821 0.357
H -2.4668 -6.0223 -1.0980 0.434
N 0.2476 -0.3222 1.1890 -0.712
C 1.2818 0.4214 1.2371 0.521
C 2.1234 0.2057 2.4488 -0.044
C 2.3186 -1.0957 2.9051 -0.358
C 3.1074 -1.3268 4.0211 -0.785
C 3.6907 -0.2607 4.6917 -0.445
C 3.4908 1.0400 4.2435 -0.843
C 2.7159 1.2743 3.1198 -0.157
C 1.7061 1.5425 0.3512 0.595
C 3.0452 1.6875 -0.0140 -0.086
C 3.4444 2.7787 -0.7687 -1.046
C 2.5191 3.7523 -1.1307 -0.532
C 1.1938 3.6236 -0.7476 -0.713
C 0.7864 2.5174 -0.0173 -0.135
H 1.8510 -1.9142 2.3715 0.393
H 3.2670 -2.3389 4.3688 0.424
H 4.3047 -0.4424 5.5640 0.403
H 3.9402 1.8705 4.7712 0.422
H 2.5619 2.2864 2.7669 0.499
H 3.7715 0.9510 0.3095 0.622
H 4.4849 2.8885 -1.0484 0.453
H 2.8383 4.6183 -1.6970 0.423
H 0.4725 4.3850 -1.0150 0.462
H -0.2365 2.4338 0.3169 0.383
C 2.7863 1.0916 -4.1969 -0.957
N 2.3695 0.1214 -3.1831 0.308
C 3.1387 -0.9504 -2.8704 0.152
C 2.7773 -1.8982 -1.9726 -1.346
C 1.5281 -1.6915 -1.3446 1.246
O 0.9412 -2.4175 -0.4651 -0.801
N 0.7902 -0.6053 -1.6514 -0.348
C 1.1182 0.3410 -2.5941 -0.078
O 0.3953 1.2429 -2.9412 -0.565
H 3.8503 0.9715 -4.3814 0.336
H 2.5865 2.0930 -3.8288 0.341
H 2.2298 0.9361 -5.1196 0.289
H 4.0765 -1.0110 -3.4060 0.420
H 3.3941 -2.7508 -1.7405 0.557
```

net charge	+1
energy relative to the best compared isomer or geometry (same formula, charge and spin)	114.06	kJ/mol
frontier orbital gap	6.62	eV
E_tot	-79606.9759	eV
M	834.60	g mol⁻¹